# 1
{
  "formula": "C4H16NO5",
  "method": "ωB97M-V with the def2-TZVPD basis set",
  "symbols": ["C", "C", "C", "O", "N", "C", "O", "H", "H", "H", "H", "H", "H", "H", "H", "H", "H", "H", "H", "O", "H", "H", "O", "H", "H", "O"],
  "positions_angstrom": [[-0.074, -1.018, -1.419], [-0.596, -2.130, -0.472], [-2.150, -2.280, -0.547], [-2.748, -2.014, 0.724], [-0.858, 0.230, -1.037], [-0.365, 0.878, 0.363], [0.748, 0.300, 0.800], [0.976, -0.858, -1.170], [-0.247, -1.200, -2.480], [0.066, -2.959, -0.701], [-0.476, -1.871, 0.588], [-2.481, -1.533, -1.268], [-2.416, -3.293, -0.826], [-2.088, -1.626, 1.297], [-0.653, 0.918, -1.758], [-0.007, 1.815, -0.102], [-1.239, 0.721, 1.002], [2.080, 3.259, -0.567], [1.192, 3.309, 0.598], [1.392, 3.847, -0.172], [2.877, 1.028, -1.411], [1.870, 0.954, -0.214], [2.585, 1.516, -0.628], [0.598, 0.134, 2.630], [1.424, 1.175, 3.339], [0.591, 0.698, 3.429]],
  "mulliken_charge": [-0.539, -0.560, -0.298, -0.501, -0.251, -0.283, -0.674, 0.204, 0.482, 0.430, 0.116, 0.255, 0.305, 0.284, 0.327, 0.352, 0.317, 0.414, 0.312, -0.689, 0.295, 0.416, -0.745, 0.372, 0.307, -0.647],
  "e_homo_ev": [-10.68, -10.56],
  "fmax_ev_per_a": 2.67,
  "spin_multiplicity": 2
}



# 2
{
  "formula": "C6H6N2O2",
  "method": "ωB97M-V with the def2-TZVPD basis set",
  "symbols": ["C", "C", "C", "C", "C", "C", "H", "H", "H", "H", "H", "H", "N", "N", "O", "O"],
  "positions_angstrom": [[-2.779, -1.145, -0.411], [-3.307, -0.190, -0.973], [2.003, -0.866, -0.017], [2.107, 0.468, -0.562], [1.403, 1.539, -0.069], [-0.257, -0.114, 0.827], [-2.239, -1.737, 0.311], [-3.718, 0.499, -1.542], [0.403, -1.974, 1.028], [3.046, 0.518, -0.941], [1.641, 2.613, -0.405], [-0.400, 2.080, 0.724], [0.626, -0.987, 0.695], [0.145, 1.253, 0.375], [2.751, -1.762, -0.303], [-1.426, -0.195, 1.264]],
  "mulliken_charge": [-0.392, -0.523, 0.458, -0.754, -0.027, 0.324, 0.417, 0.487, 0.290, 0.468, 0.291, 0.289, -0.051, -0.075, -0.532, -0.669],
  "e_homo_ev": -9.19,
  "fmax_ev_per_a": 9.22,
  "smiles": "O=c1cc[nH]c(=O)[nH]1.C#C"
}